{"formula": "C34H89O37S11V", "method": "ωB97M-V/def2-TZVPD", "e_above_lowest_kj_mol": 70.23, "s2": 0.7710, "e_tot_ha": -9456.35435, "lumo_ev": [-2.923, -2.417], "homo_lumo_gap_ev": [8.72, 9.37], "multiplicity": 2, "total_charge": 1, "species": ["O", "V", "O", "C", "O", "O", "H", "O", "S", "O", "O", "C", "C", "C", "H", "H", "H", "H", "H", "H", "H", "H", "O", "S", "O", "O", "C", "C", "C", "H", "H", "H", "H", "H", "H", "H", "H", "O", "S", "O", "O", "C", "C", "C", "H", "H", "H", "H", "H", "H", "H", "H", "O", "S", "O", "O", "C", "C", "C", "H", "H", "H", "H", "H", "H", "H", "H", "O", "S", "O", "O", "C", "C", "C", "H", "H", "H", "H", "H", "H", "H", "H", "O", "S", "O", "O", "C", "C", "C", "H", "H", "H", "H", "H", "H", "H", "H", "O", "S", "O", "O", "C", "C", "C", "H", "H", "H", "H", "H", "H", "H", "H", "O", "S", "O", "O", "C", "C", "C", "H", "H", "H", "H", "H", "H", "H", "H", "O", "S", "O", "O", "C", "C", "C", "H", "H", "H", "H", "H", "H", "H", "H", "O", "S", "O", "O", "C", "C", "C", "H", "H", "H", "H", "H", "H", "H", "H", "O", "S", "O", "O", "C", "C", "C", "H", "H", "H", "H", "H", "H", "H", "H"], "xyz": [[1.236, -1.429, -3.602], [2.146, -0.975, -2.451], [-0.237, -0.394, 0.873], [0.515, -0.384, -0.181], [1.549, -1.031, -0.212], [0.099, 0.009, -1.279], [-1.016, 0.008, 0.481], [6.305, -0.793, -4.115], [4.997, -0.936, -4.745], [3.721, -0.823, -3.985], [4.852, 0.254, -5.927], [6.009, 0.610, -6.653], [5.731, 1.837, -7.504], [4.998, -2.484, -5.832], [6.292, -0.203, -7.322], [6.895, 0.818, -6.053], [5.242, 2.585, -6.880], [4.974, 1.493, -8.209], [6.644, 2.184, -7.989], [4.104, -2.320, -6.433], [4.802, -3.348, -5.197], [5.930, -2.467, -6.398], [3.740, -2.437, -1.977], [4.691, -3.265, -1.278], [5.969, -3.572, -1.873], [4.955, -2.575, 0.268], [5.659, -3.331, 1.169], [6.178, -2.503, 2.340], [3.662, -4.747, -0.829], [6.396, -3.951, 0.658], [4.985, -4.056, 1.627], [5.328, -2.013, 2.815], [6.740, -1.658, 1.940], [6.760, -3.091, 3.050], [4.297, -5.422, -0.255], [3.315, -5.159, -1.776], [2.881, -4.472, -0.119], [1.458, -6.157, 4.485], [2.199, -4.979, 3.954], [2.743, -4.956, 2.585], [1.266, -3.601, 4.281], [1.587, -2.363, 3.736], [1.827, -1.362, 4.835], [3.570, -4.642, 5.175], [0.766, -2.083, 3.076], [2.455, -2.334, 3.077], [2.864, -1.311, 5.168], [1.264, -1.650, 5.722], [1.546, -0.348, 4.550], [4.400, -5.292, 4.897], [3.115, -4.942, 6.119], [3.766, -3.570, 5.150], [-0.901, -3.585, -3.205], [-0.096, -4.058, -2.094], [1.221, -3.442, -1.816], [-1.013, -4.040, -0.693], [-0.422, -4.011, 0.592], [-1.525, -4.318, 1.578], [0.215, -5.844, -2.268], [-0.065, -3.000, 0.788], [0.465, -4.615, 0.783], [-1.054, -4.327, 2.561], [-1.920, -5.318, 1.399], [-2.313, -3.567, 1.517], [0.930, -6.088, -1.483], [0.778, -6.037, -3.181], [-0.697, -6.440, -2.249], [2.314, 3.235, -1.859], [2.108, 2.480, -3.104], [2.134, 1.019, -3.114], [0.684, 2.944, -3.713], [-0.530, 2.525, -3.054], [-1.634, 3.504, -3.472], [3.215, 3.240, -4.465], [-0.342, 2.565, -1.981], [-0.825, 1.481, -3.160], [-2.478, 3.541, -2.783], [-2.108, 3.129, -4.379], [-1.357, 4.558, -3.461], [4.257, 3.119, -4.170], [2.973, 4.293, -4.611], [2.933, 2.726, -5.384], [-2.533, 3.401, 2.164], [-1.997, 3.067, 0.858], [-2.298, 1.730, 0.372], [-2.452, 4.239, -0.243], [-2.398, 5.626, 0.168], [-3.154, 6.332, -0.958], [-0.198, 3.256, 0.843], [-1.411, 6.065, 0.315], [-2.912, 5.813, 1.111], [-4.203, 6.092, -1.136], [-2.670, 6.242, -1.930], [-3.062, 7.389, -0.706], [0.007, 4.168, 1.404], [0.141, 3.321, -0.191], [0.143, 2.411, 1.442], [-4.522, -0.863, -4.628], [-3.322, -0.103, -4.198], [-2.207, 0.094, -5.131], [-3.759, 1.401, -3.581], [-5.090, 1.631, -3.226], [-5.218, 2.521, -2.006], [-2.670, -0.803, -2.630], [-5.695, 0.748, -3.020], [-5.442, 2.103, -4.143], [-5.136, 1.958, -1.076], [-6.191, 3.005, -2.081], [-4.420, 3.262, -1.965], [-3.279, -1.640, -2.288], [-2.648, -0.025, -1.868], [-1.695, -1.235, -2.858], [1.389, 2.025, 6.442], [0.144, 2.318, 5.752], [0.142, 2.910, 4.438], [-0.932, 1.051, 5.794], [-1.914, 0.948, 4.798], [-1.395, 0.222, 3.538], [-0.828, 3.411, 6.912], [-2.240, 1.979, 4.658], [-2.876, 0.527, 5.091], [-0.991, -0.784, 3.654], [-0.582, 0.738, 3.027], [-2.195, 0.229, 2.798], [-1.901, 3.377, 6.727], [-0.501, 4.451, 6.910], [-0.550, 3.112, 7.923], [4.014, 0.002, -1.330], [5.035, 1.049, -1.097], [5.228, 2.143, -2.054], [4.629, 1.720, 0.407], [4.451, 0.877, 1.588], [3.245, 1.576, 2.204], [6.730, 0.219, -0.676], [5.377, 0.961, 2.157], [4.294, -0.190, 1.431], [2.973, 1.012, 3.096], [2.362, 1.612, 1.566], [3.486, 2.601, 2.487], [7.554, 0.932, -0.702], [6.900, -0.496, -1.481], [6.480, -0.270, 0.265], [-8.418, 4.034, 1.849], [-7.134, 4.092, 2.545], [-7.107, 4.548, 3.905], [-6.386, 2.627, 2.451], [-5.323, 2.556, 3.328], [-5.677, 1.771, 4.598], [-5.922, 5.056, 1.498], [-4.770, 3.427, 3.680], [-4.496, 2.047, 2.832], [-6.709, 1.935, 4.910], [-5.015, 1.986, 5.437], [-5.521, 0.736, 4.294], [-5.016, 4.531, 1.803], [-5.852, 6.076, 1.874], [-6.063, 4.956, 0.422], [-4.726, -4.882, 1.022], [-5.343, -3.951, 0.056], [-6.761, -3.821, -0.171], [-4.720, -2.435, 0.229], [-5.485, -1.519, 0.940], [-5.582, -0.442, -0.140], [-4.557, -4.266, -1.528], [-4.945, -1.135, 1.805], [-6.435, -1.870, 1.343], [-5.906, 0.473, 0.356], [-6.448, -0.698, -0.750], [-4.769, -0.282, -0.847], [-5.038, -3.556, -2.202], [-4.758, -5.323, -1.703], [-3.474, -4.174, -1.445]], "forces_ev_per_angstrom": [[0.1, 0.1, 0.5], [-0.5, 0.7, 0.8], [-0.7, 0.6, 1.4], [0.1, -1.6, -3.0], [4.4, -1.7, 0.8], [-1.4, 1.9, -1.4], [-1.2, 0.6, 0.6], [-2.1, -0.2, -0.4], [-0.2, 0.6, -0.7], [3.0, -0.2, -2.1], [-0.8, -1.5, 2.3], [1.9, 0.3, -0.9], [-1.2, -0.9, 0.4], [-1.0, 1.7, 1.1], [0.0, -0.2, 0.0], [-0.3, -0.2, 0.7], [0.4, 0.3, -0.1], [0.1, 0.5, -0.5], [-0.2, 0.1, 0.0], [0.2, -0.1, -0.3], [0.5, 0.1, 0.1], [-0.2, -0.2, 0.2], [0.7, 0.0, 0.3], [-0.8, -1.0, 2.6], [-1.3, 0.3, 0.5], [-1.7, 1.1, -4.0], [0.7, -2.5, 1.9], [-0.3, 0.8, -1.1], [1.6, 0.5, 0.4], [0.6, 0.4, 0.1], [-0.3, -0.2, 0.0], [-0.1, -0.3, 0.3], [0.6, -0.1, 0.2], [-0.1, 0.1, -0.2], [0.2, -0.2, -0.4], [0.0, 0.1, 0.2], [-0.1, 0.5, -0.5], [1.5, 3.2, -1.8], [-0.2, -0.7, 1.5], [-1.2, 0.2, 1.9], [0.7, -3.8, -0.1], [0.4, 1.7, -1.2], [-0.1, 0.3, 0.8], [-1.4, -0.4, -1.0], [-0.2, 0.2, 0.1], [0.2, -0.7, -0.1], [0.2, -0.1, -0.2], [-0.3, 0.2, 0.0], [-0.1, -0.1, -0.1], [0.0, 0.2, 0.1], [0.2, 0.1, 0.0], [0.3, -0.2, -0.1], [0.7, -0.5, 1.9], [0.4, -0.1, 0.7], [-2.2, -0.9, -0.2], [0.8, -0.3, -3.4], [0.4, 1.3, 1.6], [0.5, -0.4, -0.1], [0.5, 0.6, 0.1], [0.0, 0.2, -0.2], [-0.1, -0.7, -0.7], [-0.2, 0.1, 0.2], [-0.2, 0.1, 0.0], [0.0, -0.2, 0.1], [-0.4, -0.1, 0.4], [-0.3, 0.4, -0.3], [0.1, 0.3, 0.2], [-0.2, -2.0, -1.9], [-0.6, 3.0, 0.3], [0.2, 1.1, 0.2], [1.6, -0.9, -0.5], [-1.1, 0.8, 1.6], [-0.5, -0.4, 0.2], [-1.2, -1.0, 0.7], [0.0, 0.3, 0.1], [0.4, 0.0, -0.9], [0.3, -0.7, 0.4], [0.4, 0.6, -0.4], [0.6, -0.2, -0.6], [-0.2, -0.3, 0.1], [-0.3, -0.1, 0.6], [0.3, -0.3, 0.1], [0.4, 0.2, -1.2], [0.3, 0.3, 0.3], [-0.1, 1.5, -0.4], [0.8, -2.1, 1.6], [-1.6, 0.4, -0.7], [0.8, 1.0, 0.0], [-1.2, 0.3, 0.5], [0.4, -0.6, -0.5], [-0.2, -0.5, 0.1], [0.1, -0.3, 0.6], [0.3, -0.3, 0.1], [-0.4, 0.2, -0.1], [0.1, 0.0, -0.1], [0.2, -0.3, 0.2], [0.2, 0.0, -0.3], [2.4, 1.9, 0.9], [-0.7, -0.7, -0.1], [-2.0, 0.2, 1.7], [2.3, -2.5, -0.8], [-1.5, 0.7, -0.4], [0.5, 0.1, -0.1], [-0.1, -0.3, -0.7], [0.3, -0.4, -0.4], [-0.9, 0.2, 0.4], [-0.2, 0.0, -0.1], [0.0, 0.1, 0.3], [-0.2, 0.2, -0.2], [-0.3, 0.2, -0.2], [0.2, 0.0, -0.3], [0.1, 0.4, 0.0], [-1.8, -0.6, -1.3], [-1.5, 1.4, 1.9], [0.2, -0.7, 0.3], [2.4, -0.1, 1.5], [-0.2, 0.7, -2.0], [-0.2, 1.0, -0.2], [0.9, -0.2, -0.1], [0.1, 0.2, -1.2], [0.6, -0.8, 1.1], [-0.5, -0.1, 0.6], [0.0, 0.4, 0.4], [-0.2, -0.3, 0.0], [0.2, -0.3, -0.1], [0.2, -0.1, -0.8], [-0.4, -0.6, -0.1], [1.8, 1.8, 0.3], [0.3, 0.5, 1.5], [-0.6, -2.0, 1.7], [1.3, -1.1, -3.2], [-0.7, 1.1, -0.3], [0.2, -0.6, 1.0], [-2.1, 0.4, -1.0], [-0.1, 0.2, 0.3], [-0.3, 0.1, -0.8], [-0.2, 0.2, 0.3], [0.3, -0.3, -0.3], [0.1, -0.1, 0.0], [-0.5, 0.3, 0.4], [-0.2, -0.2, 0.1], [0.5, 0.1, -0.1], [2.2, -0.5, 1.0], [-1.5, 0.8, -2.1], [0.4, -0.2, -0.5], [-1.8, 1.9, -0.7], [2.6, -1.3, 2.4], [0.0, -0.5, -0.7], [-0.1, -1.0, 1.5], [-0.9, 1.0, -0.6], [-0.3, -0.4, -0.4], [0.1, 0.0, -0.1], [0.0, 0.1, -0.1], [-0.4, -0.3, 0.6], [0.4, 0.3, -0.3], [-0.4, -0.1, -0.2], [-0.4, 0.0, 0.3], [-1.7, 1.9, -1.3], [2.2, -0.8, -0.2], [0.8, -0.3, 0.8], [0.4, -3.9, 0.3], [0.5, 2.4, -0.4], [-2.5, 0.9, 0.8], [-0.4, -0.1, 0.9], [0.4, -0.2, 0.1], [-0.1, -0.2, -0.6], [0.3, 0.4, -0.2], [0.0, -0.1, -0.3], [0.4, -0.3, 0.8], [0.2, -0.4, -0.3], [-0.3, 0.2, -0.4], [-0.1, 0.4, 0.1]]}